85
Properties=species:S:1:pos:R:3 method="wB97M-V/def2-TZVPD" charge=+1 lumo_energy_ev=-3.8 multiplicity=1 total_energy_ha=-4340.5048 orbital_gap_ev=8.138
C 5.7404 2.3769 -0.0388
C 5.0187 1.5249 -1.0641
C 3.9679 0.4161 -0.4605
C 2.6352 0.9632 0.3275
N 2.0025 -0.3474 0.7408
P 0.5231 -0.6938 1.6933
C 1.1715 -1.8077 3.1530
C -0.7702 -1.6867 0.6886
C 2.8364 -1.5275 0.2615
N 4.0967 -1.0904 -0.5084
C 5.1908 -1.9866 -1.1035
C 5.8352 -2.8082 0.1837
C 6.9185 -3.9660 -0.2333
I 6.9914 -1.2759 1.3166
H 5.3486 2.4263 1.0876
H 6.7059 2.9978 -0.2710
H 5.1623 1.6324 -2.2227
H 2.2301 2.0410 0.5435
H 1.0273 -1.3032 4.2044
H 2.3453 -1.9472 3.0090
H 0.7146 -2.8922 3.1154
H -1.4901 -1.0275 0.0320
H -1.4550 -2.2458 1.4839
H -0.2933 -2.5293 -0.0095
H 2.6431 -2.6745 0.4373
H 4.6629 -2.7642 -1.8163
H 5.9837 -1.3995 -1.7368
H 4.9618 -3.2759 0.8117
H 7.4608 -4.3070 0.7741
H 7.7628 -3.5750 -0.9559
H 6.4495 -4.9410 -0.6844
C -6.7203 -1.2373 2.2642
C -7.7966 -2.0660 1.5466
C -7.7385 -3.5645 1.8185
F -6.5732 -4.1195 1.4195
F -8.7226 -4.2121 1.1329
F -7.7503 -1.8000 0.2137
F -9.0141 -1.6021 1.9729
O -5.5612 -0.9043 1.4943
C -4.5508 -1.9119 1.4470
C -4.3401 -2.4782 0.0376
F -5.4804 -3.0150 -0.4640
F -3.4167 -3.4756 0.0450
F -4.8296 -2.8666 2.3669
F -3.4082 -1.3074 1.8740
H -7.1780 -0.2658 2.4922
H -6.4559 -1.6500 3.2447
H -7.8836 -3.7821 2.8804
H -4.0016 -1.7020 -0.6515
C -10.0512 4.3372 0.5795
C -11.0464 3.2035 0.8700
C -11.2961 2.9338 2.3491
F -10.1746 2.5656 3.0061
F -12.1813 1.9089 2.5041
F -10.6441 2.0787 0.2201
F -12.2391 3.5558 0.2934
O -8.7049 3.9407 0.3012
C -7.8877 3.7103 1.4490
C -7.4439 2.2484 1.5802
F -8.5045 1.4059 1.6543
F -6.7214 2.0574 2.7156
F -8.5259 4.1727 2.5509
F -6.7965 4.5084 1.2899
H -10.3872 4.8138 -0.3507
H -10.0960 5.1381 1.3268
H -11.7212 3.8098 2.8471
H -6.8317 1.9453 0.7286
C 9.1548 2.6146 -3.8478
C 10.6518 2.2892 -3.7328
C 11.1429 1.1929 -4.6709
F 10.5296 0.0093 -4.4520
F 12.4752 0.9703 -4.4880
F 10.9488 2.0048 -2.4366
F 11.3384 3.4392 -4.0245
O 8.2970 1.9924 -2.8865
C 7.8866 0.6628 -3.2061
C 8.4215 -0.3796 -2.2168
F 9.7768 -0.3697 -2.1604
F 8.0617 -1.6363 -2.5894
F 8.2144 0.3919 -4.4924
F 6.5259 0.6781 -3.1652
H 9.0543 3.6880 -3.6407
H 8.7764 2.4984 -4.8701
H 10.9999 1.4721 -5.7186
H 8.0410 -0.1977 -1.2099

11
Properties=species:S:1:pos:R:3 method="wB97M-V/def2-TZVPD" charge=+1 lumo_energy_ev=-6.1 multiplicity=1 total_energy_ha=-2783.6960 de_lowest_ev=3.1030 orbital_gap_ev=7.940
C 1.0864 -1.5004 -0.2092
C 1.7327 -0.1344 -0.3404
C 1.3440 -1.1942 1.0837
C 1.0889 1.2471 1.6909
N 1.3518 0.2290 0.9838
Br -2.9849 -0.2891 -0.6144
H 0.8260 -2.3171 -0.8064
H 2.6832 -0.0174 -0.7552
H -3.8854 -0.5694 0.5099
H 0.8187 1.2092 2.6916
H 1.0817 2.1711 1.1091